1 | The following is a DFT calculation (ωB97M-V with the def2-TZVPD basis set) of 2 unconnected molecules or ions with the total composition C2H9N2S.

Computed properties:
Kohn-Sham gap: 9.365 eV
LUMO energy: -3.53 eV
charge: +1

CARTESIAN COORDINATES (ANGSTROEM)
C1 2.43 -0.23 0.43
C2 -1.80 -0.17 -0.49
N1 -2.31 -1.27 -0.08
N2 -1.66 0.92 0.23
S1 1.05 0.39 -0.55
H1 1.86 -0.79 1.27
H2 2.92 0.68 0.79
H3 2.86 -0.93 -0.30
H4 -1.53 -0.19 -1.58
H5 -2.66 -1.24 0.93
H6 -2.85 -1.84 -0.78
H7 -1.90 1.13 1.23
H8 1.86 1.01 -1.50
H9 -1.01 1.59 -0.15

***

2 | The following is a DFT calculation (ωB97M-V with the def2-TZVPD basis set) of a molecular structure, C2H9N2S.

Computed properties:
Kohn-Sham gap: 10.248 eV
LUMO energy: -3.19 eV
charge: +1

CARTESIAN COORDINATES (ANGSTROEM)
C1 0.76 -0.14 0.37
C2 -0.50 -0.61 -0.26
N1 -1.06 -1.80 0.19
N2 1.11 1.26 0.07
S1 -1.72 0.96 0.14
H1 0.59 -0.15 1.47
H2 1.59 -0.83 0.25
H3 -0.62 -0.51 -1.37
H4 -0.90 -2.15 1.19
H5 -1.62 -2.43 -0.40
H6 -0.07 1.52 -0.01
H7 1.48 1.47 -0.84
H8 1.52 1.68 0.84
H9 -2.34 1.55 -1.04

***

The structure with the greatest stability is 1.

***

1 | The following is a DFT calculation (ωB97M-V with the def2-TZVPD basis set) of 2 unconnected molecules or ions with the total composition C5H16N2O.

Computed properties:
Kohn-Sham gap: 9.145 eV
LUMO energy: 0.97 eV

CARTESIAN COORDINATES (ANGSTROEM)
C1 0.30 -2.60 0.62
C2 -0.70 -1.47 0.32
C3 -0.05 -0.11 0.12
C4 0.42 0.22 -1.34
N1 1.88 0.35 -1.36
N2 -0.80 1.01 0.70
C5 -2.25 1.06 0.80
H1 0.24 -2.90 1.67
H2 0.06 -3.49 0.08
H3 1.29 -2.28 0.31
H4 -1.52 -1.43 1.04
H5 -1.17 -1.76 -0.61
H6 0.90 -0.06 0.68
H7 -0.04 1.17 -1.60
H8 0.09 -0.60 -1.96
H9 2.34 -0.54 -1.43
H10 2.12 0.79 -2.24
H11 -0.33 1.56 1.38
H12 -2.59 2.07 0.60
H13 -2.66 0.40 0.02
H14 -2.62 0.66 1.76
O1 1.61 2.93 0.40
H15 2.47 2.76 0.01
H16 1.03 2.26 0.02

***

2 | The following is a DFT calculation (ωB97M-V with the def2-TZVPD basis set) of 2 unconnected molecules or ions with the total composition C5H16N2O.

Computed properties:
Kohn-Sham gap: 9.653 eV
LUMO energy: 0.68 eV

CARTESIAN COORDINATES (ANGSTROEM)
C1 -2.47 1.60 -0.21
C2 -1.21 1.69 -1.10
C3 -0.19 0.79 -0.41
C4 -0.07 -0.60 -0.97
N1 0.52 -0.78 -2.30
C5 0.85 -1.44 0.00
N2 0.06 -1.89 1.18
H1 -3.04 0.69 -0.35
H2 -2.29 1.52 0.83
H3 -3.14 2.38 -0.51
H4 -1.41 1.26 -2.03
H5 -0.94 2.64 -1.36
H6 -0.43 0.79 0.65
H7 0.80 1.16 -0.38
H8 -1.15 -0.99 -0.99
H9 -0.22 -0.88 -3.00
H10 0.94 0.08 -2.57
H11 1.48 -2.41 -0.38
H12 1.63 -0.65 0.45
H13 -0.16 -2.89 0.87
H14 0.61 -1.84 2.05
O1 2.26 0.46 3.04
H15 2.27 1.38 2.78
H16 1.41 0.49 3.57

***

3 | The following is a DFT calculation (ωB97M-V with the def2-TZVPD basis set) of 2 unconnected molecules or ions with the total composition C5H16N2O.

Computed properties:
Kohn-Sham gap: 9.210 eV
LUMO energy: 0.75 eV

CARTESIAN COORDINATES (ANGSTROEM)
C1 0.45 1.74 0.99
C2 -0.05 0.34 0.74
C3 -1.44 0.30 -0.04
N1 -2.45 1.34 -0.04
N2 0.91 -0.51 0.06
C4 1.27 -0.33 -1.31
C5 2.09 -0.88 0.92
H1 1.55 1.67 1.36
H2 0.38 2.34 -0.02
H3 -0.07 2.38 1.73
H4 -0.25 -0.10 1.84
H5 -2.12 -0.55 0.35
H6 -1.09 0.14 -1.11
H7 -2.22 2.18 0.49
H8 -2.69 1.64 -0.95
H9 1.91 -1.16 -1.65
H10 0.31 -0.37 -1.99
H11 1.73 0.63 -1.48
H12 2.25 -1.96 0.76
H13 3.06 -0.29 0.59
H14 1.93 -0.57 2.02
O1 -1.95 -3.01 -1.23
H15 -2.40 -2.14 -1.19
H16 -1.11 -2.83 -0.84

***

The structure with the greatest stability is 1.

***

1 | The following is a DFT calculation (ωB97M-V with the def2-TZVPD basis set) of 2 unconnected molecules or ions with the total composition C5H16N2O.

Computed properties:
Kohn-Sham gap: 8.981 eV
LUMO energy: 0.65 eV

CARTESIAN COORDINATES (ANGSTROEM)
C1 0.21 1.47 -0.19
C2 1.20 0.40 0.26
C3 2.34 0.08 -0.69
C4 0.52 -0.88 0.79
N1 0.60 -0.87 2.28
C5 -0.99 -1.13 0.60
N2 -1.71 -1.20 -0.67
H1 0.83 2.35 -0.39
H2 -0.48 1.28 -1.01
H3 -0.38 1.86 0.64
H4 1.70 0.88 1.11
H5 2.03 -0.58 -1.50
H6 2.88 0.89 -1.18
H7 3.06 -0.54 -0.16
H8 1.14 -1.77 0.68
H9 1.42 -1.23 2.73
H10 0.13 -0.09 2.70
H11 -1.18 -2.09 1.07
H12 -1.47 -0.34 1.17
H13 -1.68 -0.41 -1.32
H14 -1.45 -2.03 -1.18
O1 -2.57 1.13 -1.81
H15 -3.47 0.80 -1.75
H16 -2.68 2.02 -2.16

***

2 | The following is a DFT calculation (ωB97M-V with the def2-TZVPD basis set) of 2 unconnected molecules or ions with the total composition C5H16N2O.

Computed properties:
Kohn-Sham gap: 9.555 eV
LUMO energy: 0.94 eV

CARTESIAN COORDINATES (ANGSTROEM)
C1 -1.95 0.25 -1.97
C2 -0.83 -0.58 -1.37
N1 -0.20 -0.02 -0.20
C3 1.25 -0.26 -0.09
C4 2.12 0.06 -1.31
C5 1.68 0.69 1.05
N2 1.00 0.51 2.32
H1 -1.59 1.24 -2.26
H2 -2.75 0.46 -1.26
H3 -2.37 -0.17 -2.89
H4 -1.13 -1.63 -1.29
H5 -0.10 -0.76 -2.17
H6 -0.42 0.95 -0.02
H7 1.38 -1.24 0.27
H8 1.64 -0.13 -2.27
H9 2.20 1.15 -1.37
H10 3.07 -0.46 -1.27
H11 2.75 0.59 1.26
H12 1.56 1.72 0.80
H13 -0.01 0.52 2.26
H14 1.29 -0.33 2.80
O1 -2.51 -0.52 1.48
H15 -2.71 -1.23 2.08
H16 -2.20 -0.96 0.67

***

The structure with the greatest stability is 2.

***

1 | The following is a DFT calculation (ωB97M-V with the def2-TZVPD basis set) of 2 unconnected molecules or ions with the total composition C5H16N2O.

Computed properties:
Kohn-Sham gap: 9.075 eV
LUMO energy: 0.86 eV

CARTESIAN COORDINATES (ANGSTROEM)
C1 -1.08 -1.71 -1.00
C2 -0.64 -0.34 -1.51
N1 -1.65 0.33 -2.34
C3 -0.33 0.54 -0.22
N2 1.10 0.67 0.18
C4 1.94 1.56 -0.72
C5 1.36 0.94 1.59
H1 -1.99 -2.07 -1.46
H2 -0.28 -2.46 -1.38
H3 -1.26 -1.58 0.08
H4 0.35 -0.44 -2.15
H5 -2.52 0.51 -1.95
H6 -1.89 -0.22 -3.18
H7 -0.69 1.55 -0.14
H8 -0.90 0.06 0.60
H9 1.49 1.78 -1.66
H10 2.15 2.57 -0.15
H11 2.93 1.17 -0.62
H12 1.10 0.16 2.32
H13 0.98 1.91 1.98
H14 2.43 1.10 1.71
O1 -0.60 -1.63 3.33
H15 -0.47 -2.55 3.18
H16 -0.28 -1.31 2.43

***

2 | The following is a DFT calculation (ωB97M-V with the def2-TZVPD basis set) of 2 unconnected molecules or ions with the total composition C5H16N2O.

Computed properties:
Kohn-Sham gap: 9.411 eV
LUMO energy: 0.97 eV

CARTESIAN COORDINATES (ANGSTROEM)
C1 2.60 1.08 -1.67
C2 1.08 1.23 -1.41
N1 0.56 -0.04 -0.86
C3 -0.41 0.24 0.27
C4 0.15 0.28 1.69
C5 -0.25 -1.00 2.43
N2 -0.40 1.47 2.31
H1 3.09 0.52 -0.89
H2 2.76 0.55 -2.59
H3 3.03 2.08 -1.72
H4 0.92 2.02 -0.67
H5 0.45 1.50 -2.26
H6 1.27 -0.72 -0.63
H7 -1.11 -0.58 0.11
H8 -0.96 1.15 0.03
H9 1.27 0.33 1.62
H10 -0.02 -1.05 3.49
H11 0.04 -1.91 1.87
H12 -1.33 -1.21 2.33
H13 0.00 1.69 3.21
H14 -0.62 2.31 1.80
O1 -4.20 -3.32 -2.50
H15 -4.48 -3.85 -3.24
H16 -3.45 -2.77 -2.70

***

The structure with the greatest stability is 2.

***

1 | The following is a DFT calculation (ωB97M-V with the def2-TZVPD basis set) of 2 unconnected molecules or ions with the total composition C5H16N2O.

Computed properties:
Kohn-Sham gap: 8.799 eV
LUMO energy: 0.74 eV

CARTESIAN COORDINATES (ANGSTROEM)
C1 -2.02 0.74 0.94
N1 -0.86 1.53 1.33
C2 0.42 1.25 0.73
C3 1.05 -0.11 1.12
C4 2.17 -0.52 0.17
C5 1.66 -0.87 -1.23
N2 2.45 -0.33 -2.31
H1 -2.84 1.03 1.61
H2 -2.48 1.15 0.03
H3 -1.84 -0.33 1.04
H4 -0.87 2.00 2.21
H5 1.10 1.99 1.14
H6 0.38 1.37 -0.36
H7 0.33 -0.93 1.15
H8 1.40 -0.01 2.14
H9 2.59 -1.45 0.57
H10 3.07 0.10 0.11
H11 1.57 -1.95 -1.26
H12 0.63 -0.53 -1.37
H13 1.92 -0.18 -3.15
H14 3.27 -0.88 -2.54
O1 -4.49 -0.69 -0.48
H15 -5.02 -1.35 -0.96
H16 -3.59 -1.03 -0.63

***

2 | The following is a DFT calculation (ωB97M-V with the def2-TZVPD basis set) of 2 unconnected molecules or ions with the total composition C5H16N2O.

Computed properties:
Kohn-Sham gap: 9.888 eV
LUMO energy: 1.01 eV

CARTESIAN COORDINATES (ANGSTROEM)
C1 -0.70 -1.57 -0.22
C2 -0.12 -0.19 -0.55
C3 0.60 0.46 0.63
N1 1.56 -0.49 1.19
C4 1.30 1.74 0.17
N2 0.35 2.81 -0.22
C5 -0.58 3.26 0.83
H1 -1.24 -1.96 -1.09
H2 -0.04 -2.24 0.32
H3 -1.50 -1.40 0.52
H4 0.63 -0.32 -1.34
H5 -0.94 0.45 -0.87
H6 -0.14 0.67 1.40
H7 2.09 -0.05 1.93
H8 2.20 -0.78 0.46
H9 2.07 2.06 0.89
H10 1.84 1.48 -0.74
H11 0.92 3.61 -0.45
H12 -0.28 4.23 1.25
H13 -1.58 3.37 0.40
H14 -0.68 2.61 1.71
O1 -1.71 -5.72 -2.33
H15 -2.62 -5.53 -2.09
H16 -1.44 -6.49 -1.81

***

3 | The following is a DFT calculation (ωB97M-V with the def2-TZVPD basis set) of 2 unconnected molecules or ions with the total composition C5H16N2O.

Computed properties:
Kohn-Sham gap: 10.133 eV
LUMO energy: 0.95 eV

CARTESIAN COORDINATES (ANGSTROEM)
C1 0.27 1.84 -0.91
N1 0.03 0.42 -1.25
C2 -1.40 0.27 -1.38
C3 0.62 0.13 -2.59
H1 -0.10 2.06 0.13
H2 -0.07 2.63 -1.66
H3 1.38 2.00 -0.87
H4 -1.66 -0.73 -1.80
H5 -1.83 0.40 -0.30
H6 -1.79 1.07 -2.07
H7 0.43 -0.92 -2.89
H8 1.70 0.19 -2.49
H9 0.35 0.87 -3.38
N2 -1.10 -0.86 2.93
C4 0.24 -0.50 2.49
C5 0.62 -1.31 1.27
O1 1.66 -0.93 0.55
H10 -1.38 -0.57 3.88
H11 -1.09 -1.91 2.93
H12 1.04 -0.64 3.18
H13 0.19 0.53 2.23
H14 -0.28 -1.35 0.59
H15 0.81 -2.33 1.61
H16 1.36 -0.36 -0.20

***

4 | The following is a DFT calculation (ωB97M-V with the def2-TZVPD basis set) of 2 unconnected molecules or ions with the total composition C5H16N2O.

Computed properties:
Kohn-Sham gap: 9.470 eV
LUMO energy: 0.93 eV

CARTESIAN COORDINATES (ANGSTROEM)
C1 2.16 2.24 -2.02
N1 1.12 1.08 -1.90
C2 1.40 0.10 -0.92
C3 0.27 -0.89 -0.58
N2 -0.73 -0.63 0.46
C4 -1.76 0.32 -0.06
C5 -0.16 -0.05 1.70
H1 1.82 2.89 -1.18
H2 3.21 2.11 -1.72
H3 1.97 2.76 -2.96
H4 1.05 0.65 -2.86
H5 2.41 -0.32 -1.26
H6 1.78 0.82 -0.02
H7 0.84 -1.82 -0.35
H8 -0.18 -1.17 -1.50
H9 -2.41 -0.14 -0.75
H10 -1.29 1.15 -0.61
H11 -2.33 0.67 0.71
H12 -0.91 -0.06 2.51
H13 0.70 -0.54 1.89
H14 0.25 0.99 1.60
O1 -2.08 -2.10 2.89
H15 -2.60 -2.91 2.66
H16 -1.86 -1.73 2.05

***

The structure with the greatest stability is 2.

***

1 | The following is a DFT calculation (ωB97M-V with the def2-TZVPD basis set) of 2 unconnected molecules or ions with the total composition C5H16N2O.

Computed properties:
Kohn-Sham gap: 10.449 eV
LUMO energy: 0.88 eV

CARTESIAN COORDINATES (ANGSTROEM)
C1 0.16 2.16 -1.32
C2 0.70 0.90 -0.68
C3 1.80 1.34 0.28
C4 -0.44 0.22 0.11
N1 -0.31 -1.30 0.15
C5 -1.59 -1.83 0.57
N2 -2.75 -1.75 -0.32
H1 -0.90 2.02 -1.61
H2 0.19 3.05 -0.68
H3 0.55 2.54 -2.27
H4 1.19 0.22 -1.40
H5 1.43 2.06 1.02
H6 2.59 1.87 -0.27
H7 2.35 0.63 0.89
H8 -0.45 0.53 1.15
H9 -1.37 0.51 -0.38
H10 -0.05 -1.50 -0.81
H11 -1.78 -1.45 1.59
H12 -1.39 -2.86 0.88
H13 -3.41 -1.10 0.07
H14 -2.46 -1.50 -1.25
O1 2.24 -1.84 1.36
H15 2.36 -1.05 1.92
H16 1.35 -1.86 1.00

***

2 | The following is a DFT calculation (ωB97M-V with the def2-TZVPD basis set) of 2 unconnected molecules or ions with the total composition C5H16N2O.

Computed properties:
Kohn-Sham gap: 9.671 eV
LUMO energy: 0.91 eV

CARTESIAN COORDINATES (ANGSTROEM)
C1 -0.95 -2.01 -2.22
C2 -1.32 -0.57 -1.81
N1 -0.26 0.11 -1.05
C3 -0.08 -0.63 0.28
C4 0.97 0.16 1.07
C5 1.89 -0.65 2.04
N2 0.42 1.33 1.85
H1 -0.78 -2.61 -1.37
H2 -1.60 -2.59 -2.98
H3 0.12 -1.96 -2.75
H4 -1.52 0.20 -2.62
H5 -2.29 -0.59 -1.35
H6 -0.53 1.09 -0.82
H7 0.44 -1.59 0.04
H8 -1.06 -0.89 0.66
H9 1.54 0.84 0.37
H10 2.21 -1.54 1.52
H11 1.37 -1.00 2.90
H12 2.66 0.06 2.33
H13 -0.48 1.14 2.15
H14 0.94 1.53 2.68
O1 -0.37 3.37 -0.62
H15 -0.09 3.12 0.22
H16 -1.21 3.70 -0.52

***

The structure with the greatest stability is 1.

***

1 | The following is a DFT calculation (ωB97M-V with the def2-TZVPD basis set) of a gas-phase ion, C5H9N2O (charge +1).

Computed properties:
Kohn-Sham gap: 7.194 eV
LUMO energy: -5.35 eV
charge: +1

CARTESIAN COORDINATES (ANGSTROEM)
C1 -0.57 0.35 0.96
C2 -3.04 1.27 1.25
C3 -1.92 0.62 1.06
C4 1.34 -0.93 -1.87
C5 0.15 -0.32 -1.33
N1 0.31 0.45 2.06
N2 2.36 -1.28 -0.88
O1 0.13 -0.27 -0.09
H1 -4.05 0.81 1.53
H2 -3.05 2.26 0.83
H3 1.60 -0.01 -2.43
H4 1.04 -1.66 -2.65
H5 -0.55 0.12 -2.01
H6 1.22 0.72 1.76
H7 1.82 -1.34 -0.05
H8 3.11 -1.83 -1.10
H9 0.09 1.03 2.96

***

2 | The following is a DFT calculation (ωB97M-V with the def2-TZVPD basis set) of a gas-phase ion, C5H9N2O (charge +1).

Computed properties:
Kohn-Sham gap: 10.035 eV
LUMO energy: -4.16 eV
charge: +1

CARTESIAN COORDINATES (ANGSTROEM)
C1 -2.08 0.35 0.47
C2 -0.91 0.11 -0.42
N1 0.02 1.21 -0.32
C3 1.36 1.04 -0.25
N2 1.97 -0.10 -0.07
C4 1.26 -1.28 0.37
C5 -0.15 -1.39 -0.32
O1 -0.67 -2.30 -0.81
H1 -3.02 0.06 0.15
H2 -2.21 1.48 0.37
H3 -1.81 0.16 1.49
H4 -1.32 0.16 -1.47
H5 -0.38 2.09 0.02
H6 1.93 2.01 -0.27
H7 2.86 -0.25 -0.66
H8 1.10 -1.19 1.44
H9 2.03 -2.16 0.28

***

The structure with the greatest stability is 2.

***

1 | The following is a DFT calculation (ωB97M-V with the def2-TZVPD basis set) of a gas-phase ion, C5H9N2O (charge +1).

Computed properties:
Kohn-Sham gap (alpha / beta): 7.857 / 6.891 eV
LUMO energy (alpha / beta): -5.95 / -5.81 eV
charge: +1

CARTESIAN COORDINATES (ANGSTROEM)
C1 0.91 1.09 0.04
C2 -0.46 1.28 0.06
C3 0.92 -1.17 0.46
C4 3.02 -0.07 -0.07
C5 -3.35 -0.76 -0.11
N1 1.54 -0.12 0.13
N2 -1.27 0.22 -0.01
O1 -2.53 0.32 0.24
H1 1.58 1.99 -0.22
H2 -1.03 2.31 0.06
H3 1.22 -2.14 0.49
H4 3.41 -0.38 0.89
H5 3.20 -0.46 -1.03
H6 3.42 0.91 -0.29
H7 -3.81 -0.54 -1.22
H8 -4.10 -0.91 0.55
H9 -2.67 -1.57 0.01

***

2 | The following is a DFT calculation (ωB97M-V with the def2-TZVPD basis set) of 2 unconnected molecules or ions with the total composition C5H9N2O.

Computed properties:
Kohn-Sham gap (alpha / beta): 6.116 / 8.833 eV
LUMO energy (alpha / beta): -5.70 / -4.69 eV
charge: +1

CARTESIAN COORDINATES (ANGSTROEM)
C1 1.32 1.15 3.13
C2 0.01 -0.55 1.95
C3 -0.99 0.80 -0.86
C4 0.37 0.44 -0.45
C5 -0.28 -1.13 -2.36
N1 0.47 0.41 2.54
N2 -0.48 -0.57 -1.04
O1 -0.63 -1.44 1.58
H1 0.99 2.10 3.52
H2 2.36 0.86 3.24
H3 -1.76 0.93 -0.11
H4 -1.17 1.36 -1.77
H5 1.30 0.73 -0.90
H6 0.53 -1.85 -2.34
H7 -1.19 -1.63 -2.71
H8 -0.03 -0.34 -3.06
H9 -0.83 -1.27 -0.36

***

The structure with the greatest stability is 2.